No. 1
The following is a DFT calculation (the ωB97M-V functional and the def2-TZVPD basis) of a structure of composition C18H22N5O3PdS at a distorted geometry.

XYZ file:
```
50
Properties=species:S:1:pos:R:3:forces:R:3
H -0.669 -9.978 15.394 -0.11 0.03 -0.03
O -5.295 -7.376 14.207 0.06 -0.01 -0.46
C -0.914 -8.131 12.552 -0.50 0.91 -0.07
H -3.382 -6.071 8.735 -0.38 0.63 -0.14
H -8.072 -6.654 7.546 -0.05 -0.05 -0.29
H -1.825 -3.871 8.462 -0.57 0.00 -0.15
C -7.458 -4.261 10.455 -0.17 -0.79 -0.01
H -0.388 -7.962 11.622 0.00 0.00 -0.05
H -7.205 -3.764 12.556 0.23 0.02 -0.41
H -9.595 -3.940 10.497 0.15 -0.10 -0.03
H -2.675 -8.668 15.994 -0.08 0.03 -0.47
H -2.335 -3.429 10.516 -0.64 0.34 -0.54
H 0.452 -9.620 13.256 0.30 -0.24 -0.22
C -2.810 -6.307 12.144 -0.43 0.59 -0.14
O -2.547 -5.950 10.938 -0.70 -0.01 1.31
C -2.215 -8.554 15.009 -0.45 0.05 0.78
N -3.840 -5.775 12.844 0.72 -0.51 -1.67
H -5.583 -0.975 10.941 0.27 -0.60 -0.32
N -6.464 -4.947 9.890 -1.10 0.09 -0.96
C -3.872 -4.270 7.796 -0.02 -0.52 -0.41
O -3.958 -5.689 15.350 0.24 0.10 -0.01
C -5.221 -1.938 10.504 -0.53 0.19 0.44
Pd -4.567 -4.856 10.633 2.18 0.03 1.84
C -2.675 -7.648 14.084 -0.19 0.99 -0.32
N -5.532 -3.071 11.417 -0.82 0.45 0.62
H -3.181 -1.522 11.153 -0.55 -0.07 -0.36
C -8.995 -5.354 8.980 0.91 0.19 0.45
N -3.155 -3.200 9.932 0.66 0.08 -0.40
C -7.913 -5.975 8.365 0.21 0.01 -0.27
H -3.486 -1.176 9.445 -0.25 -0.09 0.34
C -2.830 -3.410 8.496 0.59 0.33 0.23
H -3.490 -4.644 6.822 -0.11 0.39 0.40
H -5.223 -7.303 8.444 0.07 0.84 -0.04
C -6.991 -3.339 11.561 -0.25 1.00 0.24
H -5.392 -6.166 7.074 -0.24 -0.16 0.72
H -5.782 -2.090 9.562 0.26 -0.11 0.39
C -2.046 -7.341 12.882 0.59 -1.85 0.55
H -7.548 -2.373 11.504 0.22 -0.65 0.06
C -1.095 -9.272 14.689 1.04 -0.26 -0.62
C -3.727 -1.884 10.256 0.99 0.38 0.40
N -4.189 -5.429 8.656 0.32 -1.67 -1.46
H -4.807 -3.718 7.576 0.38 -0.20 0.33
C -5.352 -6.223 8.191 0.37 -0.66 -1.07
S -4.092 -6.594 14.248 -0.23 0.08 0.69
C -0.442 -9.069 13.460 -0.77 0.40 0.44
H -9.979 -5.515 8.600 -0.51 -0.15 -0.04
H -2.745 -2.435 7.974 -0.02 -0.49 0.24
C -6.623 -5.711 8.797 -0.96 0.31 0.83
C -8.771 -4.483 10.042 0.08 0.50 -0.11
H -5.096 -2.971 12.337 -0.23 0.26 -0.25
```
Forces are in eV/Å.

Properties
**E_LUMO (alpha / beta)**: -0.105 / -0.150 Eh
**<S²>**: 2.006
**Relative energy (zero: lowest compared OMol25 entry of this formula, charge and spin)**: 0.000 eV
**Charge**: +1
**Highest occupied orbital energy (alpha / beta)**: -11.476 / -11.565 eV
**Multiplicity**: 3

Here are the Mulliken charges for atoms 1 to 5, given in e: 0.397 -0.649 -0.448 0.373 0.501


No. 2
The following is a DFT calculation (the ωB97M-V functional and the def2-TZVPD basis) of a structure of composition C18H22N5O7S2Zn at a distorted geometry.

XYZ file:
```
55
Properties=species:S:1:pos:R:3:forces:R:3
C -0.883 3.827 1.431 0.23 -0.46 0.01
H 2.667 0.698 -1.073 0.05 -0.01 0.01
C 0.911 5.315 2.872 0.06 0.04 -0.02
H 1.390 -1.518 -2.742 -0.02 0.01 -0.04
H 1.616 5.921 3.429 0.00 -0.03 0.03
C -0.286 5.887 2.447 -0.07 -0.04 -0.06
H -1.057 0.041 -3.683 -0.01 -0.01 0.01
O 0.170 1.110 2.889 0.14 -0.33 -0.07
C 0.400 1.772 1.501 0.63 0.48 -0.55
C -1.213 -3.069 -0.763 0.03 -0.16 -0.10
C -1.201 5.139 1.719 -0.18 0.07 -0.13
H 2.123 3.527 2.937 -0.02 -0.02 -0.02
H 2.482 -0.601 0.700 -0.02 0.00 0.00
C -0.952 -0.435 -2.699 -0.07 -0.02 0.14
O 1.862 -0.727 2.812 0.06 0.15 -0.20
H -2.268 -4.821 -1.453 -0.02 0.06 0.01
C 1.206 3.988 2.592 0.06 0.04 0.01
C 2.334 -2.490 -0.118 -0.18 0.10 0.02
C 0.294 3.247 1.862 -0.20 -0.08 0.28
C -2.423 -2.195 -0.495 0.09 0.04 0.07
H -2.268 0.925 -1.708 -0.14 0.07 -0.01
C 1.077 -4.542 -1.010 0.00 -0.02 -0.02
H -2.725 -2.428 0.530 -0.10 0.03 -0.04
H -0.178 -6.139 -1.701 0.00 -0.01 0.03
C -0.140 -5.118 -1.341 0.03 0.06 0.02
O 1.501 1.337 0.941 -0.16 0.10 0.22
O -0.367 -1.134 1.991 -0.09 0.08 0.54
N -0.037 -2.526 -0.486 -0.10 -0.05 0.13
H 2.493 -2.775 0.926 0.08 0.01 -0.02
O -0.004 -0.769 4.361 -0.11 0.17 -0.18
H -3.242 -2.476 -1.173 0.00 -0.04 0.03
N 2.150 -1.054 -0.150 0.34 -0.04 0.13
H -0.856 -1.512 -2.864 0.06 0.01 -0.05
N 0.232 0.016 -1.976 -0.05 0.28 -0.08
O -1.786 3.085 -0.931 0.06 -0.07 0.14
S -1.759 2.614 0.456 -0.09 0.01 -0.39
C 2.568 -0.351 -1.352 -0.16 0.06 -0.14
H -2.140 5.561 1.382 0.03 0.04 0.00
C 1.085 -3.222 -0.576 -0.02 -0.06 -0.08
H 1.998 -5.107 -1.083 0.02 0.04 -0.01
C -1.309 -4.382 -1.211 0.03 0.00 -0.02
S 0.457 -0.437 3.037 0.12 -0.57 1.44
H 1.859 0.072 -3.357 0.03 -0.05 0.00
H -3.094 -0.486 -2.414 0.02 0.05 -0.01
Zn 0.090 -0.328 0.295 0.10 -0.70 -1.85
H 3.532 -0.716 -1.735 0.00 0.01 0.02
O -3.093 2.346 0.969 0.13 0.04 0.12
N -2.106 -0.785 -0.553 -0.31 -0.13 -0.08
C 1.515 -0.467 -2.464 0.04 -0.02 0.17
C -2.204 -0.151 -1.862 0.30 -0.14 0.00
H -2.605 -0.253 0.150 0.03 -0.01 0.00
H -0.503 6.921 2.683 0.00 0.00 0.01
H 3.201 -2.812 -0.710 0.00 -0.06 0.03
N -0.734 1.441 0.662 -0.70 1.14 0.49
H 0.219 1.032 -1.892 0.04 -0.04 0.03
```
Forces are in eV/Å.

Properties
**E_LUMO**: 0.083 Eh
**Relative energy (zero: lowest compared OMol25 entry of this formula, charge and spin)**: 0.000 eV
**Charge**: -1
**Highest occupied orbital energy**: -4.926 eV

Here are the Mulliken charges for atoms 1 to 5, given in e: 0.115 0.399 -0.689 0.343 0.380


No. 3
The following is a DFT calculation (the ωB97M-V functional and the def2-TZVPD basis) of a structure of composition C18H23AuN5O3S2 at a distorted geometry.

XYZ file:
```
52
Properties=species:S:1:pos:R:3:forces:R:3
H 2.974 3.775 -3.787 0.12 -0.06 0.12
H -1.822 0.674 -8.603 -0.26 -0.13 -0.25
Au 0.050 0.394 0.503 -0.36 0.16 -0.10
H 4.125 2.465 -3.353 -0.08 0.27 0.16
S -3.168 -2.875 1.184 0.37 0.33 -0.07
C -0.716 -2.694 -6.864 1.89 3.10 5.89
C 1.684 -3.505 1.798 -1.71 0.88 0.00
C -2.480 -1.318 0.780 1.37 -0.76 0.50
O -0.253 0.053 -2.017 2.94 0.05 -1.14
H -1.375 -4.436 2.019 -0.45 0.01 -0.05
H -4.146 -0.465 -0.035 1.25 0.44 0.15
H 1.256 -0.740 -4.401 2.31 -2.42 1.14
N 3.429 -0.330 0.615 -0.40 -1.32 0.63
C -2.452 0.640 -7.705 0.32 0.33 -1.56
N 1.531 1.224 -2.780 0.35 0.56 1.42
H 1.444 2.223 -4.627 0.18 -0.27 0.21
H -1.885 0.435 -4.586 -0.40 -0.18 0.58
C 1.844 1.948 -1.646 -0.74 -1.05 2.44
N -1.186 -1.239 1.081 -1.47 0.10 -0.27
C 2.665 -1.363 1.114 -0.50 0.15 0.09
H 0.365 -2.620 -6.538 -0.23 -0.04 -1.05
H -3.408 0.119 -7.915 0.34 0.29 0.00
S 3.292 -2.955 1.481 -0.33 0.19 -0.09
H 0.440 -3.091 -3.767 0.92 0.71 1.70
C 2.190 1.758 -3.961 -0.86 -0.22 -0.44
H 4.392 -0.533 0.409 -0.09 0.41 0.00
C -1.608 -3.438 1.680 1.73 1.22 0.07
C 1.329 -1.193 -3.300 -3.85 0.79 -0.79
C 0.766 -2.469 1.647 3.26 -0.81 0.13
H -2.656 0.514 -0.087 -0.03 -0.04 -0.01
C 0.355 -2.205 -3.020 0.80 0.05 -6.57
H -2.960 -2.002 -8.305 -0.26 -0.01 -0.29
H 1.412 -4.525 2.042 0.44 0.11 -0.07
H 2.989 0.560 0.413 0.21 -0.19 0.10
O 1.532 1.712 -0.433 0.41 1.06 -3.03
C -0.653 -2.439 1.558 -3.09 -0.73 -0.31
C -1.970 0.921 -5.577 2.25 -2.55 4.45
H -0.637 -1.874 -3.490 -0.12 0.12 3.25
O 2.684 2.911 -1.914 0.29 0.01 -1.26
C -1.795 -0.076 -6.544 0.22 -0.86 -3.45
H -2.699 1.671 -7.400 -0.01 -0.55 -0.27
H -0.996 1.421 -5.490 -0.59 1.72 -1.07
H -1.111 -3.300 -5.977 -1.03 -0.66 -2.87
C -1.869 -1.967 -8.259 -2.32 0.10 -0.03
H -1.454 -1.373 -9.083 0.48 -0.43 0.30
C 0.844 0.023 -2.632 -3.91 0.03 1.63
C 3.083 2.791 -3.337 0.87 0.73 0.53
N -3.141 -0.333 0.171 -1.74 -0.37 -0.08
C -1.401 -1.398 -6.924 -0.60 -0.04 0.05
N 1.372 -1.272 1.328 1.73 -0.20 -0.25
H 2.721 0.980 -4.514 0.07 0.16 0.16
H -1.520 -3.010 -8.432 0.29 -0.17 -0.34
```
Forces are in eV/Å.

Properties
**E_LUMO (alpha / beta)**: -0.187 / -0.187 Eh
**Charge**: +1
**Highest occupied orbital energy (alpha / beta)**: -8.980 / -8.983 eV

Here are the Mulliken charges for atoms 1 to 5, given in e: 0.346 0.343 0.535 0.261 -0.183